Record 1
9
Properties=species:S:1:pos:R:3:forces:R:3:lowdin_spin:R:1 method="wB97M-V/def2-TZVPD" orbital_gap_ev="7.4 / 8.2" spin_multiplicity=3 e_homo_ha="-0.249 / -0.366" total_charge=0
C 0.4552 0.7648 0.0602 0.9 -2.1 0.2 0.36
C 0.5932 -0.6001 -0.1408 2.1 -0.3 1.0 0.06
C 2.6818 0.9737 0.4104 -0.2 -1.9 1.2 0.63
N 1.5818 1.4246 0.1159 1.2 3.8 -1.0 0.23
N 1.7752 -1.1029 0.0863 1.0 -0.4 0.5 0.39
Cl 4.2145 1.1238 -0.1495 1.3 1.0 -0.5 0.22
Cl 2.2110 -2.7823 0.0471 -1.0 0.8 -0.5 0.09
H -0.4646 1.1939 0.1723 -2.1 1.4 -0.1 0.02
H -0.2207 -1.1281 -0.3777 -3.0 -2.3 -0.9 0.00


Record 2
9
Properties=species:S:1:pos:R:3:forces:R:3:lowdin_spin:R:1 method="wB97M-V/def2-TZVPD" orbital_gap_ev="8.0 / 10.2" spin_multiplicity=3 e_homo_ha="-0.286 / -0.422" total_charge=0
C 2.2186 0.5883 0.1294 1.4 -1.0 0.7 0.57
C -0.2953 -0.7872 0.4355 -0.4 -1.6 1.0 0.52
C -1.4433 -0.0349 -0.3522 -0.6 -1.3 3.7 0.14
O 3.0146 -0.2150 0.4934 -1.1 1.0 -0.5 0.31
O -0.2487 -1.8013 1.0592 -0.6 2.2 -1.4 0.26
Cl -3.0867 -0.7030 -0.0343 0.2 0.0 0.0 0.07
Cl -1.3898 1.6530 -0.0634 0.2 0.9 0.2 0.01
H 2.4827 1.5522 -0.3521 0.2 0.3 -0.2 0.12
H -1.2520 -0.2521 -1.3155 0.7 -0.5 -3.4 0.00


Record 3
10
Properties=species:S:1:pos:R:3:forces:R:3:nbo_charge:R:1 method="wB97M-V/def2-TZVPD" orbital_gap_ev=8.3 e_homo_ha=-0.296 total_charge=0
C -0.7721 -0.7210 1.1879 -1.8 -1.2 -0.8 -0.44
C -1.1672 0.2796 0.3686 2.0 1.0 0.3 -0.35
C 1.3758 0.1573 0.1896 -0.2 0.7 -0.2 -0.77
O -0.0322 0.4552 -2.1356 -0.2 0.5 0.6 -0.91
S 0.7851 -1.2161 1.0419 2.4 -1.1 0.6 0.52
S 0.1852 1.0631 -0.5026 -0.3 -0.4 -0.7 1.10
Cl -2.5680 1.1955 0.4776 -1.2 0.3 -0.1 0.08
Cl 3.0609 0.5713 -0.1019 -0.9 -0.4 0.4 0.04
H -1.4406 -1.4908 1.6075 0.2 0.9 0.2 0.27
H 0.5730 -0.2941 -2.1330 0.0 -0.4 -0.2 0.47


Record 4
11
Properties=species:S:1:pos:R:3:forces:R:3:nbo_charge:R:1 method="wB97M-V/def2-TZVPD" orbital_gap_ev=9.4 e_homo_ha=-0.339 total_charge=0
P 0.8814 -1.9724 0.4661 0.0 0.1 0.0 0.34
C 0.2508 -0.3582 -0.0137 -1.5 1.2 1.9 -0.24
C 0.2129 0.4618 -1.1044 -0.4 -0.1 1.1 0.08
Cl 0.9759 0.1763 -2.5841 0.2 -0.1 -0.4 0.06
N -0.5455 1.5722 -0.9094 -0.2 0.3 0.0 -0.46
C -1.0159 1.4963 0.3060 0.2 -0.1 -0.2 0.31
Cl -2.0736 2.6020 1.0002 -0.3 0.4 0.3 0.09
N -0.6177 0.3938 0.9623 1.8 -1.8 -1.7 -0.38
Cl -0.8648 -0.0918 2.5665 -0.1 0.4 -0.6 0.23
H 2.1963 -1.7200 0.0754 0.5 0.0 0.0 -0.01
H 0.6000 -2.5600 -0.7649 -0.2 -0.4 -0.3 0.00


Please write out number 2 again, unchanged.
9
Properties=species:S:1:pos:R:3:forces:R:3:lowdin_spin:R:1 method="wB97M-V/def2-TZVPD" orbital_gap_ev="8.0 / 10.2" spin_multiplicity=3 e_homo_ha="-0.286 / -0.422" total_charge=0
C 2.2186 0.5883 0.1294 1.4 -1.0 0.7 0.57
C -0.2953 -0.7872 0.4355 -0.4 -1.6 1.0 0.52
C -1.4433 -0.0349 -0.3522 -0.6 -1.3 3.7 0.14
O 3.0146 -0.2150 0.4934 -1.1 1.0 -0.5 0.31
O -0.2487 -1.8013 1.0592 -0.6 2.2 -1.4 0.26
Cl -3.0867 -0.7030 -0.0343 0.2 0.0 0.0 0.07
Cl -1.3898 1.6530 -0.0634 0.2 0.9 0.2 0.01
H 2.4827 1.5522 -0.3521 0.2 0.3 -0.2 0.12
H -1.2520 -0.2521 -1.3155 0.7 -0.5 -3.4 0.00